The following is a DFT calculation (wB97M-V/def2-TZVPD) of C20H34N6O2 in the gas phase.

Output
**SMILES**: CC1=CC[C@H](C(=O)N(C)CC[C@H](C)NC(=O)c2cn(CCN(C)C)nn2)CC1
**E_LUMO**: 0.37 eV
**Kohn-Sham gap**: 8.926 eV
**Energy above the lowest of the compared OMol25 structures with the same formula, charge and spin**: 25.30 kcal per mole

CARTESIAN COORDINATES (ANGSTROEM)
C -4.81918 -1.51938 2.71047
C -3.55088 -0.80903 3.07904
C -3.13284 -0.70688 4.33554
C -1.86608 -0.01968 4.76372
C -0.94901 0.26362 3.58163
C 0.12710 1.26533 3.97940
O -0.19022 2.32577 4.49781
N 1.43269 0.95849 3.72275
C 2.45681 1.93797 4.01328
C 1.88951 -0.25974 3.07016
C 1.65406 -0.25933 1.56222
C 2.51512 -1.25106 0.78661
C 3.97962 -0.85344 0.71404
N 1.99543 -1.38363 -0.56377
C 0.84860 -2.07074 -0.82566
O 0.20993 -2.62423 0.04811
C 0.41710 -2.04364 -2.25023
C 0.62435 -1.04838 -3.17898
N -0.02740 -1.49530 -4.26446
C -0.17499 -0.87198 -5.56990
C -0.73215 0.53774 -5.47629
N 0.21941 1.50640 -4.95254
C -0.47148 2.70998 -4.52075
C 1.24035 1.84049 -5.92987
N -0.58845 -2.68670 -4.03192
N -0.33732 -3.01395 -2.81488
C -1.76280 0.82841 2.42216
C -2.76121 -0.22183 1.94059
H -4.61211 -2.32043 1.99590
H -5.30233 -1.95680 3.58388
H -5.52543 -0.83262 2.23583
H -3.74893 -1.13585 5.12153
H -2.12174 0.92443 5.25471
H -1.34039 -0.62234 5.50888
H -0.49806 -0.67678 3.26312
H 2.00518 2.81185 4.46913
H 3.19618 1.52143 4.70185
H 2.96842 2.24579 3.09543
H 2.95769 -0.33537 3.27980
H 1.44289 -1.14492 3.52592
H 0.60823 -0.49834 1.36770
H 1.82615 0.74779 1.16471
H 2.42993 -2.23133 1.26593
H 4.42004 -0.78438 1.70747
H 4.55523 -1.58891 0.15082
H 4.09522 0.12396 0.23608
H 2.55321 -1.05576 -1.33365
H 1.10455 -0.08738 -3.16328
H 0.78629 -0.89657 -6.08430
H -0.85882 -1.50480 -6.13043
H -1.10171 0.84142 -6.47199
H -1.60020 0.50997 -4.81495
H 0.24210 3.41689 -4.09823
H -0.99980 3.20906 -5.35008
H -1.20004 2.46643 -3.74739
H 1.92684 2.57171 -5.50441
H 1.82759 0.96449 -6.20334
H 0.80952 2.26812 -6.85108
H -2.29877 1.71436 2.76704
H -1.11584 1.11599 1.59081
H -2.23538 -1.03049 1.41564
H -3.44180 0.21409 1.20266

Forces on the atoms, in the same order (eV/Å):
C 0.018 -0.023 0.022
C -0.039 -0.043 -0.036
C -0.018 -0.060 0.099
C -0.247 0.080 0.074
C 0.360 0.059 0.110
C -0.103 0.011 0.048
O -0.013 0.011 -0.020
N -0.114 -0.147 0.042
C 0.155 0.120 -0.007
C 0.144 -0.056 -0.070
C -0.082 0.194 -0.005
C -0.048 -0.132 0.136
C 0.045 0.066 0.001
N 0.015 -0.026 -0.255
C -0.088 -0.059 0.073
O -0.008 -0.027 0.007
C 0.252 0.399 0.260
C -0.084 -0.270 0.109
N 0.046 0.182 -0.359
C 0.058 -0.015 -0.052
C -0.074 0.028 -0.062
N -0.016 -0.022 0.044
C -0.054 0.060 0.038
C 0.052 0.032 -0.058
N -0.197 -0.003 -0.206
N 0.051 -0.227 0.204
C -0.213 -0.238 -0.251
C 0.098 0.026 -0.023
H -0.036 0.010 -0.027
H 0.006 0.000 0.002
H 0.015 -0.022 -0.030
H 0.043 0.010 0.015
H 0.104 0.011 0.000
H -0.015 -0.042 0.016
H -0.086 -0.031 -0.054
H -0.079 -0.012 -0.002
H 0.012 0.000 -0.024
H 0.015 -0.025 0.017
H 0.012 0.041 0.024
H -0.061 0.022 -0.005
H -0.001 0.002 -0.021
H 0.072 -0.004 0.047
H -0.014 -0.015 -0.010
H -0.016 -0.005 0.011
H -0.006 -0.001 -0.012
H -0.022 -0.023 -0.017
H 0.004 -0.017 0.004
H 0.013 0.032 0.013
H 0.000 0.041 0.001
H -0.031 -0.053 0.054
H 0.051 -0.036 0.015
H 0.004 0.018 0.021
H 0.023 -0.005 -0.024
H 0.016 -0.008 0.022
H -0.004 -0.024 -0.014
H -0.006 0.009 0.010
H -0.023 -0.020 -0.006
H 0.009 -0.012 0.027
H 0.080 0.081 0.001
H 0.054 0.122 0.039
H -0.005 0.016 -0.004
H -0.024 0.019 0.047

***

The following is a DFT calculation (wB97M-V/def2-TZVPD) of a molecular structure, C20H34N6S2Sc.

Output
**E_LUMO**: -9.95 eV
**Kohn-Sham gap**: 6.072 eV
**Charge**: +3
**Energy above the lowest of the compared OMol25 structures with the same formula, charge and spin**: 1.37 kcal per mole

CARTESIAN COORDINATES (ANGSTROEM)
Sc -0.56665 0.08794 0.56729
C 2.15588 0.90415 1.61519
C 2.15688 1.70539 0.32572
N 0.81688 1.61760 -0.35292
C 0.92768 1.30949 -1.82243
C 1.38202 -0.11069 -2.12742
S 0.42637 -1.43756 -1.28833
C 1.70389 -2.28505 -0.30202
C 2.47982 -1.34114 0.59658
N 1.57587 -0.44172 1.36786
H 3.16846 0.83802 2.02041
H 1.54872 1.39944 2.38142
H 2.40497 2.74721 0.52470
H 2.91447 1.33846 -0.36405
H 0.40685 2.54998 -0.31832
H -0.04700 1.49993 -2.26543
H 1.63391 2.00513 -2.28208
H 1.28593 -0.28696 -3.19817
H 2.42974 -0.27454 -1.88402
H 1.16215 -3.04778 0.26137
H 2.36585 -2.81788 -0.98511
H 3.10518 -1.91884 1.27991
H 3.16537 -0.73114 0.01350
H 1.42494 -0.87426 2.27385
S -5.38015 2.08063 -3.63606
C -4.13841 1.48878 -2.61996
C -3.44635 2.42637 -1.81711
C -2.43207 2.00789 -1.00768
N -2.02252 0.71563 -0.91159
C -2.70587 -0.18463 -1.66432
C -3.73765 0.14347 -2.50311
C -5.86561 0.63433 -4.54885
C -6.86720 -0.20547 -4.08743
C -7.18713 -1.31008 -4.86851
N -6.59156 -1.59373 -6.02175
C -5.65791 -0.75721 -6.46343
C -5.25358 0.37621 -5.76838
H -3.71019 3.47576 -1.84203
H -1.91346 2.73820 -0.39219
H -2.39777 -1.22124 -1.59059
H -4.22657 -0.63126 -3.07739
H -7.39794 -0.01098 -3.16507
H -7.96524 -1.99285 -4.54737
H -5.20752 -0.99558 -7.41994
H -4.50075 1.03801 -6.17474
C -3.73576 -1.65614 1.71907
C -3.59356 -0.28558 2.36451
C -3.88499 -0.33087 3.85840
C -4.44759 0.75775 1.66130
N -2.15137 0.17739 2.15797
N -1.11659 -0.67729 2.70700
H -4.79080 -1.92411 1.66812
H -3.25394 -2.45577 2.28782
H -3.36775 -1.66228 0.68735
H -4.90212 -0.68732 4.01966
H -3.81360 0.65969 4.31278
H -3.22900 -1.02249 4.39111
H -5.49435 0.58802 1.91160
H -4.34801 0.70501 0.57703
H -4.20675 1.77004 1.99709
H -2.06916 1.07955 2.63285
H -1.46641 -1.63549 2.67233
H -0.92375 -0.47653 3.68679

Forces on the atoms, in the same order (eV/Å):
Sc 0.165 -0.172 0.483
C 0.089 0.005 -0.032
C -0.057 0.039 -0.048
N 0.052 0.040 -0.061
C 0.002 0.077 0.047
C 0.020 0.017 -0.056
S 0.034 -0.073 -0.048
C 0.039 -0.042 -0.021
C 0.032 0.027 0.074
N -0.067 -0.016 -0.078
H -0.006 0.025 0.011
H -0.027 0.011 -0.023
H 0.012 -0.011 0.038
H 0.011 -0.008 0.010
H 0.011 0.004 0.010
H 0.012 -0.020 -0.015
H 0.023 -0.029 -0.010
H -0.033 0.005 0.004
H -0.004 -0.008 0.019
H -0.025 0.027 0.010
H 0.007 0.025 -0.009
H -0.009 -0.024 -0.015
H -0.012 -0.002 -0.021
H 0.033 -0.019 0.022
S -0.089 0.056 0.001
C 0.063 -0.018 0.059
C -0.005 0.003 0.015
C 0.028 -0.006 0.058
N -0.221 -0.117 -0.139
C -0.029 0.073 -0.048
C 0.030 0.028 -0.022
C 0.052 -0.100 -0.165
C 0.016 0.062 0.053
C -0.073 -0.075 0.009
N 0.028 0.092 0.036
C 0.025 -0.037 -0.066
C -0.032 0.032 0.106
H -0.002 -0.001 -0.015
H -0.007 -0.005 0.003
H 0.019 -0.008 -0.016
H 0.002 -0.004 -0.002
H 0.009 0.014 0.003
H 0.007 -0.002 -0.008
H -0.015 -0.013 0.003
H 0.004 -0.011 -0.010
C -0.041 -0.044 -0.079
C 0.116 -0.027 -0.002
C -0.045 -0.019 -0.002
C -0.078 0.024 0.007
N 0.056 0.250 0.008
N -0.133 -0.003 -0.321
H 0.001 0.002 0.051
H -0.011 -0.013 0.002
H 0.006 0.025 0.017
H -0.004 0.014 -0.016
H 0.019 -0.004 0.004
H 0.007 0.008 0.009
H 0.004 -0.021 -0.015
H 0.027 -0.003 0.000
H 0.004 -0.009 0.005
H -0.081 -0.041 0.088
H -0.012 -0.013 0.090
H 0.052 0.035 0.008

***

The following is a DFT calculation (wB97M-V/def2-TZVPD) of a molecular structure, C20H34N9NiS2Se.

Output
**E_LUMO (alpha / beta)**: 2.19 / 2.09 eV
**Kohn-Sham gap (alpha / beta)**: 4.821 / 4.434 eV
**Charge**: -1

CARTESIAN COORDINATES (ANGSTROEM)
Ni -0.00761 0.16578 -0.43157
C 2.98534 -0.58923 -4.49488
S 3.44561 0.82058 -3.46502
C 2.27539 0.58421 -2.13621
S 0.59276 0.57108 -2.48749
N 2.81626 0.47415 -0.95613
N 1.82996 0.34102 -0.01699
C 2.16248 0.27001 1.24014
C 1.05936 0.16691 2.14700
C 1.17914 0.15271 3.54442
C 0.03955 0.12205 4.31281
C -1.21089 0.09441 3.68699
C -1.25832 0.08813 2.30367
N -0.16335 0.12393 1.55015
H 3.66483 -0.59159 -5.34684
H 1.95995 -0.50188 -4.84733
H 3.10489 -1.51858 -3.93918
H 3.19759 0.31967 1.56020
H 2.16303 0.17466 3.99490
H 0.11426 0.12210 5.39377
H -2.12989 0.07767 4.25472
H -2.18054 0.05202 1.72755
C -1.41778 3.38599 0.92989
N -1.61441 4.82595 1.16976
C -1.60935 5.49508 -0.13465
N -0.37053 5.27091 -0.88268
C -0.20980 3.81719 -1.06019
N -0.17457 3.12348 0.21979
C 0.93447 3.63917 1.00394
N 0.81407 5.08688 1.24623
C -0.46309 5.31472 1.92934
C 0.74260 5.74802 -0.06176
H -2.24630 2.98425 0.34182
H -1.39598 2.86790 1.89277
H -1.74035 6.57067 0.01992
H -2.44747 5.11683 -0.72382
H 0.71832 3.61743 -1.60085
H -1.03942 3.42122 -1.64960
H 1.86897 3.44245 0.47130
H 0.96498 3.12076 1.96718
H -0.58265 6.38878 2.10210
H -0.43868 4.80302 2.89538
H 1.67731 5.56691 -0.59774
H 0.62967 6.82491 0.09675
C -1.54847 -6.39132 -1.80462
C -0.16173 -5.82908 -1.50791
N -0.16245 -4.70201 -0.60083
C -0.44649 -4.96143 0.79795
C -1.81562 -4.45301 1.24093
C -0.01689 -3.39071 -1.02668
C -0.18746 -3.08500 -2.49384
N 0.18273 -2.39288 -0.26204
H -1.49167 -7.19214 -2.54420
H -2.20753 -5.61163 -2.18767
H -2.00575 -6.80128 -0.90280
H 0.33168 -5.53347 -2.43195
H 0.46301 -6.61811 -1.07072
H 0.33262 -4.51828 1.43005
H -0.36922 -6.04107 0.94615
H -1.91796 -3.38928 1.02628
H -1.95302 -4.60013 2.31339
H -2.61193 -4.97934 0.71449
H -0.74870 -3.84763 -3.02864
H 0.78289 -2.94778 -2.97473
H -0.71591 -2.13245 -2.55519
H 0.28048 -2.64220 0.72001
Se -2.25243 0.10792 -0.96700

Forces on the atoms, in the same order (eV/Å):
Ni -0.287 0.207 -0.302
C -0.094 -0.017 -0.105
S 0.052 -0.076 0.135
C -0.318 0.056 -0.530
S 0.124 -0.116 0.098
N -0.032 0.045 0.478
N 0.164 -0.163 0.527
C 0.210 0.104 -0.806
C -0.701 -0.026 0.373
C 0.203 0.006 -0.349
C -0.442 -0.013 0.038
C 0.336 -0.002 0.131
C -0.047 -0.085 -0.071
N 0.324 0.027 0.158
H 0.014 0.016 0.002
H 0.009 0.025 0.024
H 0.009 0.028 0.002
H 0.000 0.012 -0.009
H 0.008 0.018 -0.005
H -0.016 0.000 -0.004
H -0.009 -0.009 0.032
H -0.036 0.024 -0.052
C -0.121 -0.117 -0.040
N 0.037 0.062 0.022
C -0.071 0.005 -0.026
N 0.034 0.052 0.023
C -0.046 -0.120 -0.120
N 0.190 -0.013 0.170
C -0.016 -0.023 -0.060
N 0.039 0.044 0.034
C -0.039 0.013 0.024
C 0.001 0.024 -0.028
H 0.036 -0.036 0.015
H 0.000 0.021 -0.001
H 0.003 -0.003 -0.003
H 0.012 0.009 0.011
H -0.012 0.021 0.005
H 0.012 -0.020 0.027
H 0.011 0.014 0.011
H -0.002 0.019 0.012
H 0.010 -0.006 0.005
H 0.001 0.015 -0.003
H 0.000 0.003 0.005
H 0.011 -0.005 0.000
C -0.022 0.002 -0.018
C 0.023 -0.059 0.017
N -0.093 0.084 0.010
C 0.105 -0.021 0.044
C 0.018 0.002 0.001
C -0.168 0.050 -0.191
C 0.101 -0.002 0.013
N 0.377 -0.075 0.341
H 0.013 -0.030 -0.009
H 0.012 0.022 -0.012
H -0.008 0.011 0.026
H -0.015 -0.002 0.014
H -0.015 0.016 -0.028
H 0.015 -0.012 -0.026
H -0.037 0.003 0.013
H -0.033 0.027 -0.036
H 0.008 -0.029 0.036
H -0.017 0.000 -0.018
H -0.041 0.012 -0.037
H 0.023 -0.059 -0.009
H -0.030 0.005 0.042
H -0.026 -0.049 -0.042
Se 0.249 0.081 0.020